{"formula": "C52H44N6O4S4SbV", "method": "ωB97M-V/def2-TZVPD", "species": ["V", "C", "O", "C", "C", "C", "C", "C", "C", "C", "C", "C", "C", "C", "N", "C", "C", "C", "C", "C", "C", "C", "C", "C", "C", "O", "C", "C", "C", "C", "N", "C", "C", "C", "C", "C", "C", "O", "C", "C", "C", "C", "C", "C", "C", "N", "C", "C", "N", "C", "C", "C", "C", "O", "C", "C", "C", "H", "H", "H", "H", "H", "H", "H", "H", "H", "H", "H", "H", "H", "H", "H", "H", "H", "H", "H", "H", "H", "H", "H", "H", "H", "H", "H", "H", "H", "H", "H", "H", "H", "H", "H", "H", "S", "Sb", "S", "S", "C", "N", "C", "C", "N", "C", "S", "H", "H", "H", "H", "H", "H", "H", "H"], "positions_angstrom": [[-0.31, -0.64, 0.13], [0.73, -2.36, -9.57], [0.57, -1.12, -8.91], [0.40, -1.15, -7.55], [0.31, 0.10, -6.93], [0.15, 0.17, -5.56], [0.08, -0.99, -4.78], [0.17, -2.21, -5.41], [0.33, -2.31, -6.80], [-0.04, -0.89, -3.30], [-1.24, -0.34, -2.78], [-2.30, 0.21, -3.53], [-3.11, 0.88, -2.65], [-2.55, 0.71, -1.36], [-1.43, -0.04, -1.45], [-3.14, 1.13, -0.12], [-3.07, 0.25, 1.04], [-4.13, -0.13, 1.89], [-3.67, -1.18, 2.68], [-2.34, -1.42, 2.31], [-1.38, -2.26, 2.98], [-1.85, -3.04, 4.16], [-1.65, -4.42, 4.21], [-2.08, -5.17, 5.28], [-2.73, -4.56, 6.34], [-3.14, -5.38, 7.36], [-3.99, -4.82, 8.34], [-2.92, -3.18, 6.33], [-2.48, -2.44, 5.24], [-0.07, -2.37, 2.64], [0.52, -1.84, 1.48], [1.86, -2.03, 1.57], [2.77, -1.80, 0.54], [4.23, -1.91, 0.79], [5.05, -0.80, 0.55], [6.41, -0.85, 0.78], [6.99, -2.02, 1.26], [8.35, -1.97, 1.47], [8.94, -3.08, 2.11], [6.20, -3.13, 1.49], [4.83, -3.07, 1.25], [2.36, -1.53, -0.79], [3.19, -1.66, -1.96], [2.39, -1.51, -3.04], [1.06, -1.24, -2.55], [1.10, -1.26, -1.17], [2.17, -2.61, 2.87], [1.00, -2.86, 3.49], [-1.99, -0.57, 1.29], [-3.76, 2.44, -0.04], [-3.51, 3.42, -1.02], [-3.91, 4.73, -0.87], [-4.59, 5.13, 0.28], [-4.90, 6.46, 0.39], [-5.10, 6.96, 1.70], [-4.92, 4.18, 1.23], [-4.51, 2.86, 1.07], [0.91, -2.13, -10.61], [-0.17, -2.98, -9.48], [1.59, -2.91, -9.16], [0.38, 0.99, -7.53], [0.09, 1.13, -5.06], [0.12, -3.12, -4.82], [0.38, -3.29, -7.26], [-2.44, 0.10, -4.59], [-4.03, 1.39, -2.86], [-5.12, 0.28, 1.88], [-4.23, -1.71, 3.42], [-1.15, -4.90, 3.37], [-1.93, -6.24, 5.31], [-4.34, -5.65, 8.95], [-4.85, -4.33, 7.87], [-3.47, -4.10, 8.97], [-3.40, -2.67, 7.15], [-2.58, -1.36, 5.26], [4.59, 0.12, 0.20], [7.04, 0.02, 0.61], [9.98, -2.82, 2.28], [8.90, -3.98, 1.48], [8.45, -3.29, 3.06], [6.63, -4.06, 1.85], [4.23, -3.95, 1.40], [4.25, -1.86, -1.96], [2.67, -1.55, -4.08], [3.16, -2.79, 3.26], [0.86, -3.29, 4.46], [-2.92, 3.16, -1.89], [-3.67, 5.47, -1.63], [-4.96, 8.04, 1.65], [-4.37, 6.52, 2.39], [-6.11, 6.75, 2.06], [-5.49, 4.45, 2.11], [-4.78, 2.16, 1.84], [-1.93, 1.12, 5.07], [-1.37, 1.94, 3.08], [0.65, 1.38, 0.63], [0.90, 1.31, 2.74], [0.09, 4.83, -0.28], [0.97, 4.96, -1.41], [2.11, 5.86, -1.36], [2.76, 5.64, -2.74], [2.25, 4.33, -3.07], [1.12, 4.02, -2.38], [0.12, 2.73, -2.66], [-0.37, 5.80, -0.06], [0.63, 4.47, 0.60], [-0.69, 4.11, -0.52], [2.78, 5.59, -0.54], [1.78, 6.89, -1.22], [3.84, 5.65, -2.68], [2.43, 6.40, -3.45], [2.36, 3.91, -3.99]], "homo_ev": [-2.9, -3.9], "spin_multiplicity": 4, "max_force_ev_per_a": 0.6, "relative_energy_kj_mol": 86.2, "energy_ev": -147339.9747, "charge": -1}